No. 1
The following is a DFT calculation (the ωB97M-V functional and the def2-TZVPD basis) of a single C3H2N2O2 molecule in a non-equilibrium geometry.

Summary:
Total charge   0
Relative energy (zero: lowest compared OMol25 entry of this formula, charge and spin)   71.4 kcal/mol
Frontier orbital gap   0.3943 Ha
LUMO   -0.0214 Eh

Positions of all 9 atoms, in Å:
N -1.39 -0.56 -0.50
C -0.74 0.32 0.10
O 0.61 0.49 0.31
C 1.51 -0.41 -0.19
O 1.27 -1.38 -0.84
C -1.43 1.76 0.49
N -1.55 1.08 1.46
H -0.79 -1.24 -0.95
H 2.51 -0.07 0.12

=====

No. 2
The following is a DFT calculation (the ωB97M-V functional and the def2-TZVPD basis) of 2 unconnected molecules or ions with the total composition C37H39BF6O4 in a non-equilibrium geometry.

Summary:
Total charge   0
Relative energy (zero: lowest compared OMol25 entry of this formula, charge and spin)   0.0 kcal/mol
Frontier orbital gap   0.1133 Ha
LUMO   -0.1239 Eh

Positions of all 87 atoms, in Å:
C -5.65 1.09 -4.05
O -5.30 -0.21 -4.57
C -4.05 -0.68 -4.31
C -3.75 -1.99 -4.77
C -2.54 -2.56 -4.46
C -1.55 -1.85 -3.73
C -0.28 -2.45 -3.45
C 0.98 -1.85 -3.69
C 2.16 -2.62 -3.47
C 3.42 -2.10 -3.63
C 3.57 -0.74 -4.04
O 4.82 -0.23 -3.98
C 5.04 1.12 -4.45
C 2.42 0.01 -4.41
C 1.16 -0.54 -4.23
C -1.85 -0.52 -3.31
C -3.08 0.06 -3.58
H -6.69 1.25 -4.35
H -5.57 1.12 -2.95
H -5.01 1.87 -4.49
H -4.52 -2.52 -5.34
H -2.31 -3.56 -4.82
H -0.27 -3.53 -3.29
H 2.05 -3.66 -3.16
H 4.32 -2.66 -3.40
H 6.12 1.26 -4.40
H 4.68 1.23 -5.48
H 4.54 1.85 -3.79
H 2.53 1.03 -4.78
H 0.29 0.04 -4.57
H -1.11 0.03 -2.74
H -3.31 1.06 -3.21
C 3.39 1.03 1.35
C 1.89 1.27 1.34
C 1.57 2.75 1.58
C 1.14 0.72 0.03
C 1.06 1.72 -1.12
C 1.78 -0.59 -0.45
O -0.17 0.46 0.48
B -0.03 0.17 1.89
C -1.08 1.10 2.72
C -0.80 1.49 4.02
C -1.71 2.29 4.71
C -1.45 2.67 6.15
F -1.34 4.03 6.31
F -2.46 2.25 6.97
F -0.29 2.12 6.63
C -2.87 2.76 4.12
C -3.10 2.38 2.80
C -4.35 2.85 2.09
F -5.10 1.79 1.66
F -5.16 3.62 2.87
F -4.04 3.60 0.98
C -2.21 1.57 2.10
C -0.36 -1.57 2.05
C -1.66 -1.75 2.79
C 0.81 -2.16 2.75
C 1.52 -3.23 2.16
C 2.57 -3.85 2.83
C 2.93 -3.43 4.12
C 2.22 -2.39 4.72
C 1.18 -1.77 4.05
O 1.30 0.51 2.37
H 3.87 1.54 0.51
H 3.82 1.43 2.28
H 3.63 -0.04 1.31
H 2.10 3.39 0.87
H 0.49 2.94 1.50
H 1.88 3.03 2.60
H 2.06 1.99 -1.47
H 0.51 1.28 -1.96
H 0.53 2.62 -0.80
H 2.73 -0.41 -0.95
H 1.94 -1.28 0.38
H 1.10 -1.07 -1.17
H 0.11 1.19 4.53
H -3.57 3.39 4.65
H -2.44 1.31 1.07
H -0.43 -1.94 1.02
H -2.50 -1.27 2.29
H -1.92 -2.81 2.94
H -1.55 -1.31 3.79
H 1.22 -3.56 1.16
H 3.10 -4.67 2.35
H 3.74 -3.93 4.65
H 2.49 -2.05 5.73
H 0.63 -0.96 4.54

=====

No. 3
The following is a DFT calculation (the ωB97M-V functional and the def2-TZVPD basis) of a molecular structure, NO3Tl in a non-equilibrium geometry.

Summary:
Total charge   +2
Relative energy (zero: lowest compared OMol25 entry of this formula, charge and spin)   7.8 kcal/mol
Frontier orbital gap   0.1766 Ha
LUMO   -0.6319 Eh

Positions of all 5 atoms, in Å:
Tl -5.20 -10.71 0.98
N -0.47 -9.35 2.40
O -0.91 -10.45 2.12
O -1.30 -8.47 2.35
O 0.63 -9.11 2.73

=====

No. 4
The following is a DFT calculation (the ωB97M-V functional and the def2-TZVPD basis) of 17 unconnected molecules or ions with the total composition C104H160B2F8N14O12 in a non-equilibrium geometry.

Summary:
Total charge   +6
Frontier orbital gap   0.2187 Ha
LUMO   -0.3587 Eh

Positions of all 300 atoms, in Å:
C -25.66 27.48 -2.19
C -25.21 27.49 -0.68
C -24.08 26.55 -0.55
N -23.36 26.60 0.75
C -22.91 27.99 1.12
C -22.18 25.65 0.66
C -22.87 24.32 0.86
C -23.94 24.56 1.94
C -24.22 26.05 1.86
H -26.24 28.33 -2.46
H -26.26 26.57 -2.33
H -24.80 27.50 -2.88
H -26.13 27.26 -0.11
H -24.91 28.51 -0.40
H -23.29 26.68 -1.30
H -24.39 25.44 -0.73
H -22.31 28.50 0.38
H -22.35 27.87 2.04
H -23.75 28.63 1.18
H -21.56 25.91 1.57
H -21.63 25.84 -0.27
H -22.17 23.54 1.18
H -23.15 24.00 -0.13
H -23.52 24.26 2.87
H -24.85 23.98 1.77
H -24.00 26.57 2.81
H -25.27 26.23 1.60
C -21.50 31.07 -15.83
C -21.18 29.63 -15.44
C -21.32 29.26 -13.99
N -21.04 27.76 -13.74
C -20.98 27.59 -12.29
C -19.92 27.18 -14.42
C -20.10 25.67 -14.34
C -21.63 25.52 -14.20
C -22.17 26.92 -14.25
H -20.80 31.82 -15.42
H -22.52 31.37 -15.58
H -21.40 31.10 -16.93
H -20.18 29.36 -15.83
H -21.84 28.96 -15.99
H -22.29 29.45 -13.61
H -20.64 29.95 -13.40
H -20.29 28.31 -11.93
H -20.59 26.61 -11.93
H -21.94 27.85 -11.88
H -18.98 27.61 -13.93
H -19.76 27.62 -15.44
H -19.53 25.25 -13.53
H -19.67 25.18 -15.20
H -21.97 24.93 -13.34
H -22.04 24.99 -15.06
H -23.02 27.09 -13.63
H -22.38 27.29 -15.19
C -28.60 29.70 -9.28
C -27.55 29.90 -8.26
C -28.31 30.34 -7.02
N -27.62 30.15 -5.64
C -28.67 29.76 -4.68
C -26.97 31.40 -5.23
C -25.66 31.43 -5.98
C -25.31 29.91 -6.10
C -26.55 29.12 -5.67
H -29.01 28.72 -9.13
H -28.19 29.76 -10.33
H -29.43 30.45 -9.30
H -26.82 30.65 -8.49
H -26.96 28.97 -7.97
H -29.18 29.75 -6.95
H -28.57 31.36 -7.12
H -29.34 30.59 -4.67
H -28.21 29.58 -3.75
H -29.14 28.91 -5.10
H -26.82 31.35 -4.12
H -27.58 32.26 -5.47
H -24.84 31.89 -5.44
H -25.72 31.86 -7.01
H -24.55 29.72 -5.31
H -24.91 29.58 -7.06
H -26.40 28.76 -4.65
H -27.03 28.22 -6.20
C -21.35 33.73 -7.63
C -20.80 32.44 -8.18
C -20.62 31.44 -7.09
N -20.32 30.05 -7.55
C -19.17 29.90 -8.42
C -21.59 29.43 -8.20
C -21.43 27.96 -8.06
C -20.70 27.77 -6.74
C -20.15 29.15 -6.38
H -20.91 34.08 -6.69
H -22.41 33.64 -7.43
H -21.04 34.53 -8.25
H -19.81 32.58 -8.68
H -21.44 32.07 -9.02
H -21.58 31.35 -6.54
H -19.86 31.80 -6.39
H -19.34 30.46 -9.32
H -19.00 28.86 -8.56
H -18.38 30.32 -7.87
H -21.71 29.84 -9.21
H -22.46 29.77 -7.63
H -20.83 27.62 -8.88
H -22.42 27.51 -8.05
H -19.82 27.14 -6.90
H -21.37 27.51 -5.94
H -19.13 29.25 -5.98
H -20.86 29.57 -5.60
C -31.82 23.62 -9.44
N -32.24 24.96 -9.94
C -33.05 25.80 -9.30
C -33.43 26.93 -9.94
C -32.75 27.36 -11.10
C -31.79 26.48 -11.70
C -31.59 25.25 -11.10
C -32.94 28.65 -11.76
C -31.84 29.29 -12.21
C -31.92 30.50 -12.89
N -33.13 31.03 -13.21
C -34.26 30.43 -12.75
C -34.16 29.22 -12.09
C -33.06 32.46 -13.68
H -30.85 23.74 -9.00
H -31.80 22.91 -10.21
H -32.42 23.18 -8.60
H -33.60 25.47 -8.43
H -34.24 27.57 -9.56
H -31.32 26.69 -12.66
H -31.02 24.43 -11.55
H -30.85 28.85 -12.12
H -31.04 30.92 -13.38
H -35.22 30.89 -13.01
H -35.07 28.69 -11.80
H -32.21 32.60 -14.36
H -32.84 33.12 -12.79
H -33.95 32.79 -14.21
C -27.47 24.99 -14.66
N -27.98 24.36 -15.88
C -27.24 23.42 -16.54
C -27.65 23.01 -17.73
C -28.78 23.47 -18.41
C -29.58 24.36 -17.66
C -29.15 24.82 -16.41
C -29.28 22.98 -19.74
C -30.12 23.70 -20.59
C -30.65 23.19 -21.78
N -30.28 21.96 -22.18
C -29.60 21.17 -21.35
C -29.01 21.68 -20.23
C -30.65 21.46 -23.56
H -27.26 24.19 -13.98
H -28.30 25.66 -14.33
H -26.60 25.63 -14.93
H -26.36 23.08 -16.01
H -27.01 22.39 -18.29
H -30.54 24.71 -18.05
H -29.70 25.50 -15.79
H -30.30 24.78 -20.48
H -31.28 23.80 -22.44
H -29.32 20.19 -21.69
H -28.33 20.97 -19.79
H -30.91 20.44 -23.57
H -29.82 21.73 -24.23
H -31.49 22.03 -23.96
C -28.20 26.15 -11.31
N -27.19 25.96 -10.32
C -27.46 25.11 -9.28
C -26.48 24.88 -8.33
C -25.20 25.36 -8.43
C -24.94 26.19 -9.49
C -25.95 26.45 -10.42
C -24.18 25.16 -7.37
C -22.97 24.65 -7.72
C -21.95 24.47 -6.85
N -22.15 24.96 -5.61
C -23.33 25.37 -5.17
C -24.41 25.33 -6.07
C -21.01 24.98 -4.66
H -29.14 26.16 -10.85
H -28.18 25.28 -11.98
H -28.06 27.12 -11.87
H -28.46 24.64 -9.20
H -26.74 24.20 -7.51
H -24.01 26.69 -9.72
H -25.79 27.11 -11.21
H -22.67 24.48 -8.72
H -20.99 24.08 -7.10
H -23.32 25.69 -4.13
H -25.38 25.55 -5.66
H -20.81 26.03 -4.36
H -20.21 24.49 -5.13
H -21.26 24.40 -3.78
C -24.77 12.41 -0.70
N -24.25 13.59 -1.39
C -25.11 14.36 -2.05
C -24.64 15.40 -2.83
C -23.28 15.75 -2.78
C -22.43 14.95 -2.08
C -22.92 13.85 -1.44
C -22.83 17.00 -3.58
C -21.69 17.07 -4.38
C -21.58 18.22 -5.26
N -22.37 19.24 -5.15
C -23.51 19.19 -4.42
C -23.74 18.07 -3.67
C -22.18 20.53 -5.93
H -24.31 12.48 0.32
H -24.49 11.48 -1.27
H -25.81 12.48 -0.67
H -26.12 14.00 -1.96
H -25.32 16.15 -3.32
H -21.35 15.20 -2.06
H -22.25 13.15 -0.91
H -20.93 16.25 -4.46
H -20.68 18.34 -5.89
H -24.03 20.14 -4.33
H -24.66 18.19 -3.20
H -22.07 21.32 -5.16
H -23.14 20.63 -6.42
H -21.25 20.47 -6.56
C -16.70 20.28 -9.77
N -16.11 21.42 -9.03
C -14.82 21.39 -8.71
C -14.17 22.38 -8.01
C -14.91 23.57 -7.74
C -16.24 23.57 -8.00
C -16.87 22.48 -8.60
C -14.30 24.76 -7.10
C -13.37 25.56 -7.77
C -12.84 26.65 -7.12
N -13.29 26.98 -5.89
C -14.12 26.10 -5.21
C -14.67 25.03 -5.76
C -12.81 28.13 -5.12
H -17.81 20.45 -9.83
H -16.48 19.36 -9.19
H -16.25 20.27 -10.76
H -14.30 20.56 -9.13
H -13.12 22.38 -7.85
H -16.78 24.47 -7.77
H -17.91 22.50 -8.83
H -13.04 25.43 -8.81
H -12.15 27.32 -7.55
H -14.30 26.47 -4.22
H -15.34 24.38 -5.28
H -13.30 29.04 -5.51
H -11.72 28.14 -5.16
H -13.08 27.97 -4.06
B -18.24 26.01 -9.31
F -16.89 26.16 -9.73
F -18.91 27.23 -9.61
F -18.83 25.05 -10.03
F -18.22 25.72 -7.90
B -18.96 21.38 -6.13
F -19.40 21.12 -4.84
F -19.48 20.45 -7.10
F -19.21 22.75 -6.51
F -17.54 21.17 -6.21
C -25.69 22.98 -2.84
C -24.33 22.70 -3.43
O -23.32 23.17 -2.88
O -24.25 22.02 -4.51
H -26.03 22.00 -2.59
H -26.36 23.50 -3.52
H -25.56 23.62 -1.92
C -21.00 29.32 -2.71
C -21.73 28.07 -3.14
O -21.82 27.06 -2.39
O -22.27 28.09 -4.28
H -20.88 30.06 -3.46
H -20.14 29.15 -2.18
H -21.71 29.72 -1.95
C -28.37 29.08 -14.24
C -29.82 28.52 -14.36
O -29.96 27.38 -13.77
O -30.71 29.24 -14.89
H -28.25 30.14 -14.53
H -27.54 28.60 -14.81
H -28.03 28.88 -13.22
C -24.89 30.42 -12.30
C -24.23 29.25 -11.54
O -24.35 28.14 -12.10
O -23.70 29.50 -10.38
H -24.43 31.38 -12.23
H -25.91 30.61 -11.84
H -24.92 30.24 -13.38
C -29.89 25.72 -5.87
C -29.64 26.43 -7.21
O -28.87 27.44 -7.19
O -30.11 25.94 -8.28
H -29.37 26.32 -5.13
H -29.48 24.71 -5.80
H -30.94 25.60 -5.61
C -32.06 22.74 -13.93
C -30.60 23.15 -14.23
O -30.22 22.76 -15.37
O -29.92 23.82 -13.40
H -32.72 23.52 -13.62
H -32.22 21.99 -13.13
H -32.46 22.33 -14.85

=====

No. 5
The following is a DFT calculation (the ωB97M-V functional and the def2-TZVPD basis) of 8 unconnected molecules or ions with the total composition C20H27Cl6F3O15 in a non-equilibrium geometry.

Summary:
Total charge   0
SMILES   O=C1OC[C@@H](F)O1.O=C1OC[C@@H](F)O1.O=C1OC[C@@H](F)O1.C[C@H]1COC(=O)O1.C[C@H]1COC(=O)O1.ClCCl.ClCCl.ClCCl
Relative energy (zero: lowest compared OMol25 entry of this formula, charge and spin)   0.0 kcal/mol
Frontier orbital gap   0.3758 Ha
LUMO   -0.0044 Eh

Positions of all 71 atoms, in Å:
O 30.34 -39.86 3.01
C 31.08 -39.28 3.72
O 32.19 -39.83 4.27
C 32.86 -38.80 5.05
C 32.19 -37.53 4.53
F 32.81 -37.15 3.36
O 30.91 -38.02 4.22
H 32.80 -39.03 6.11
H 33.90 -38.82 4.73
H 32.19 -36.66 5.18
O 25.85 -40.20 8.31
C 26.45 -40.43 7.32
O 26.43 -39.68 6.20
C 27.43 -40.17 5.30
C 27.92 -41.48 5.92
F 29.28 -41.43 6.12
O 27.23 -41.53 7.14
H 27.06 -40.19 4.28
H 28.27 -39.47 5.31
H 27.71 -42.39 5.38
O 32.32 -35.00 6.78
C 32.75 -34.64 7.81
O 32.01 -34.00 8.74
C 32.84 -33.61 9.82
C 34.19 -34.28 9.53
F 34.46 -35.25 10.50
O 33.99 -34.90 8.29
H 32.99 -32.54 9.90
H 32.42 -33.97 10.76
H 35.07 -33.65 9.58
C 30.01 -34.51 3.19
C 30.00 -33.74 1.87
C 30.34 -32.25 2.02
O 31.11 -32.00 0.82
C 31.53 -33.17 0.28
O 32.19 -33.26 -0.69
O 31.12 -34.21 1.08
H 30.84 -34.13 3.78
H 30.16 -35.57 3.02
H 29.06 -34.21 3.64
H 29.07 -33.90 1.33
H 30.94 -32.05 2.92
H 29.52 -31.54 2.00
C 32.16 -45.50 2.33
C 31.55 -44.16 2.69
C 31.78 -43.04 1.67
O 30.47 -42.86 1.09
C 29.54 -43.51 1.83
O 28.39 -43.24 1.78
O 30.12 -44.26 2.80
H 33.24 -45.35 2.22
H 31.67 -45.89 1.44
H 32.04 -46.20 3.16
H 31.91 -43.83 3.67
H 32.47 -43.42 0.92
H 32.09 -42.08 2.06
Cl 35.89 -36.86 4.83
C 36.97 -35.46 4.82
Cl 36.78 -34.51 3.33
H 36.68 -34.84 5.65
H 38.00 -35.78 4.85
Cl 29.87 -37.78 -0.30
C 29.95 -39.49 -0.70
Cl 28.35 -40.19 -1.05
H 30.49 -39.65 -1.63
H 30.46 -40.05 0.07
Cl 28.44 -35.34 6.70
C 29.40 -36.44 7.68
Cl 28.58 -37.92 8.14
H 30.27 -36.73 7.11
H 29.79 -35.89 8.53